(1)
Computed, not measured: a structure of composition C5H6O3Sc at a distorted geometry, with ωB97M-V/def2-TZVPD.

Last column: Löwdin charge in e.
Geometry (Å):
O 2.7422 0.4379 -0.4608  -0.001
C 1.6354 -0.0531 -0.2920  -0.536
O 0.5618 0.4110 -0.8734  0.158
O 1.4057 -1.0775 0.4877  0.119
C -0.0119 -1.3235 0.5599  -0.005
C -0.5830 -0.4375 -0.5600  -0.201
C -1.7599 0.3917 -0.1622  -0.107
C -1.6350 1.5727 0.4578  0.062
Sc 4.8026 0.3133 0.0611  1.703
H -0.3562 -1.0272 1.5577  0.157
H -0.1906 -2.3895 0.3970  0.158
H -0.7954 -1.0185 -1.4661  0.177
H -2.7447 -0.0666 -0.2978  0.132
H -2.4137 2.2310 -0.0241  0.115
H -0.6575 2.0357 0.6151  0.071

Its total charge is +2. The calculation puts the LUMO energy (alpha / beta) at -0.38614 / -0.38722 hartree. The energy relative to the best compared isomer or geometry (same formula, charge and spin) comes out at 0.00 kcal/mol. The calculation puts the HOMO-LUMO gap (alpha / beta) at 5.23 / 5.20 eV. The value obtained for the HOMO energy (alpha / beta) is -15.7 / -15.7 eV. As for the multiplicity: 2. The calculation puts the calculated total energy at -1179.84490 hartree. The expectation value of S² is 0.750.

(2)
Computed, not measured: the molecule C5H6O4 at a distorted geometry, with ωB97M-V/def2-TZVPD.

Last column: Löwdin charge in e.
Geometry (Å):
C 0.6829 -0.9703 0.8752  -0.108
C 0.0734 -0.8873 -0.4193  -0.428
C -0.8718 0.4488 0.5070  -0.257
C 1.2258 -0.4423 -1.1119  -0.143
C -0.6764 1.7582 0.4980  0.071
O -0.6252 -1.9451 -0.9381  0.085
O -1.9444 -0.2446 0.9782  0.038
O 1.7095 0.8462 -1.0571  -0.030
O 1.1761 -0.9263 1.9389  0.175
H -1.0961 -2.3847 -0.2137  0.122
H -2.6226 0.3626 1.3049  0.121
H 2.5597 0.8892 -1.5115  0.105
H 1.5942 -1.1173 -1.8763  0.122
H -1.4772 2.4461 0.7558  0.068
H 0.2923 2.1667 0.2697  0.058

The calculation puts the LUMO energy (alpha / beta) at 0.01427 / 0.01427 hartree. The energy relative to the best compared isomer or geometry (same formula, charge and spin) comes out at 158.45 kcal/mol. The calculation puts the HOMO-LUMO gap (alpha / beta) at 6.74 / 6.74 eV. The value obtained for the HOMO energy (alpha / beta) is -6.4 / -6.4 eV. As for the multiplicity: 1. The calculation puts the calculated total energy at -494.85222 hartree.

(3)
Computed, not measured: a structure of composition C5H6O4V at a distorted geometry, with ωB97M-V/def2-TZVPD.

Last column: Löwdin charge in e.
Geometry (Å):
O -0.4828 -0.6247 -1.0393  0.103
C 0.7799 -1.2273 -1.0606  -0.006
C 0.8180 -2.5632 -1.2911  -0.172
O -0.2066 -3.3490 -1.3867  -0.214
V -1.9612 -3.3240 -1.3650  1.353
H 1.5900 -0.6441 -0.6344  0.153
H 1.8064 -3.0292 -1.1839  0.162
C 1.0084 2.4180 1.9608  0.143
C -0.0604 1.9654 1.3301  -0.092
O 0.0560 0.7481 0.6338  0.146
C -0.8218 0.3262 -0.1936  -0.398
O -1.9008 0.9952 -0.3740  0.289
H 1.9649 1.8987 1.9165  0.102
H -1.0176 2.4677 1.2155  0.140
H 0.9595 3.3996 2.4285  0.106
H -2.5319 0.5426 -0.9568  0.185

Its total charge is +2. The calculation puts the LUMO energy (alpha / beta) at -0.36259 / -0.35958 hartree. The energy relative to the best compared isomer or geometry (same formula, charge and spin) comes out at 4.39 kcal/mol. The calculation puts the HOMO-LUMO gap (alpha / beta) at 7.11 / 7.21 eV. The value obtained for the HOMO energy (alpha / beta) is -17.0 / -17.0 eV. As for the multiplicity: 4. The calculation puts the calculated total energy at -1438.29212 hartree. The expectation value of S² is 3.777.

(4)
Computed, not measured: a cluster of 2 separate species, C5H6O8S2 in total at a distorted geometry, with ωB97M-V/def2-TZVPD.

Last column: Löwdin charge in e.
Geometry (Å):
C -0.1301 -1.7792 3.4807  -0.231
C 1.1355 -1.6802 3.2460  -0.251
C 1.1961 1.8158 1.4398  -0.228
C 1.5594 -0.5579 2.3017  -0.187
C 0.6743 0.7102 2.3143  -0.167
O 1.3278 -4.3840 3.7778  -0.345
O -4.9182 1.1516 -8.7939  -0.559
O -1.2779 -2.0485 3.6380  0.120
O 2.7698 -2.8503 4.8486  -0.354
O 2.9133 -3.1023 2.3241  -0.388
O -4.3452 3.5905 -8.0221  -0.455
O -2.6453 2.0215 -8.9974  -0.593
O 0.8782 3.0101 1.4141  0.019
S 2.1613 -3.2177 3.6126  0.442
S -3.8354 1.8582 -8.1017  0.581
H 1.9337 1.3623 0.8270  0.100
H 1.3674 -0.7683 1.2551  0.110
H 2.6613 -0.5274 2.5073  0.128
H 0.4066 1.1307 3.2199  0.090
H -0.3615 0.3042 2.1391  0.142
H -3.4709 3.9609 -8.4312  0.026

Its total charge is -2. The calculation puts the LUMO energy at 0.16301 hartree. The energy relative to the best compared isomer or geometry (same formula, charge and spin) comes out at 0.00 kcal/mol. The calculation puts the HOMO-LUMO gap at 7.27 eV. The value obtained for the HOMO energy is -2.8 eV. As for the multiplicity: 1. The calculation puts the calculated total energy at -1592.44287 hartree.

(5)
Computed, not measured: the molecule C5H6OS at a distorted geometry, with ωB97M-V/def2-TZVPD.

Last column: Löwdin charge in e.
Geometry (Å):
C -1.4829 -0.6428 0.5044  -0.456
C -0.5254 -1.4417 0.0439  -0.101
C 0.8483 -0.8669 -0.1125  -0.281
O 1.3392 -0.1419 1.0158  -0.016
C 1.0753 0.5583 -0.2016  -0.308
C -0.0587 1.5453 -0.2322  -0.379
S -1.4542 1.0641 0.8492  0.918
H -2.4620 -1.0209 0.8357  0.064
H -0.7053 -2.5378 -0.1990  0.126
H 1.5766 -1.5028 -0.6322  0.143
H 2.0303 0.9137 -0.6264  0.153
H -0.4076 1.5503 -1.2479  0.080
H 0.2263 2.5231 0.0029  0.057

The calculation puts the LUMO energy at 0.03119 hartree. The energy relative to the best compared isomer or geometry (same formula, charge and spin) comes out at 36.04 kcal/mol. The calculation puts the HOMO-LUMO gap at 9.19 eV. The value obtained for the HOMO energy is -8.3 eV. As for the multiplicity: 1. The calculation puts the calculated total energy at -667.48070 hartree. As for the SMILES: C1=C[C@@H]2O[C@@H]2CS1.

(6)
Computed, not measured: a cluster of 2 separate species, C5H6OS2 in total at a distorted geometry, with ωB97M-V/def2-TZVPD.

Last column: Löwdin charge in e.
Geometry (Å):
C -2.8875 -1.2167 0.3194  -0.058
C -1.6468 -0.6270 0.0596  -0.055
C -3.0831 -1.2768 1.6966  -0.061
C -1.1334 -0.4130 1.3504  -0.771
C 3.0475 1.1786 -1.0415  -0.556
O -1.9946 -0.7422 2.3239  -0.024
S 0.3459 0.4220 1.7343  0.692
S 1.4499 0.5117 -1.5616  0.515
H -3.6682 -1.5159 -0.3939  0.116
H -1.0507 -0.3135 -0.7150  0.022
H -3.9448 -1.6770 2.2336  0.133
H 3.6119 0.4954 -1.6548  -0.010
H 3.0961 0.8486 -0.0270  -0.019
H 3.3217 2.3117 -1.1907  0.077

The calculation puts the LUMO energy (alpha / beta) at -0.05265 / -0.07581 hartree. The energy relative to the best compared isomer or geometry (same formula, charge and spin) comes out at 75.98 kcal/mol. The calculation puts the HOMO-LUMO gap (alpha / beta) at 7.08 / 6.64 eV. The value obtained for the HOMO energy (alpha / beta) is -8.5 / -8.7 eV. As for the multiplicity: 1. The calculation puts the calculated total energy at -1065.60765 hartree.

(7)
Computed, not measured: the molecule C5H6OS2 at a distorted geometry, with ωB97M-V/def2-TZVPD.

Last column: Löwdin charge in e.
Geometry (Å):
C -0.2209 0.6849 1.9454  -0.003
C -0.1486 0.3641 0.4507  -0.580
C -1.1196 -0.8215 0.1827  -0.573
S -2.5829 -0.5967 -0.4569  0.750
O -0.3057 1.4809 -0.4380  -0.082
C 0.8963 1.2830 -1.0969  -0.189
C 1.2324 0.0968 -0.1860  -0.691
S 2.4268 -0.9781 -0.0804  0.751
H -1.1912 1.1175 2.2096  0.094
H -0.0649 -0.1936 2.5756  0.092
H 0.5721 1.4173 2.2040  0.101
H -0.7058 -1.7822 0.4588  0.061
H 0.9173 1.0252 -2.1792  0.140
H 1.5776 2.1230 -0.9428  0.128

The calculation puts the LUMO energy at -0.03069 hartree. The energy relative to the best compared isomer or geometry (same formula, charge and spin) comes out at 51.70 kcal/mol. The calculation puts the HOMO-LUMO gap at 7.98 eV. The value obtained for the HOMO energy is -8.8 eV. As for the multiplicity: 1. The calculation puts the calculated total energy at -1065.64635 hartree. As for the SMILES: C[C@@]1(C=S)OCC1=S.

(8)
Computed, not measured: the molecule C5H6OS2, with ωB97M-V/def2-TZVPD.

Last column: Löwdin charge in e.
Geometry (Å):
S 2.9039 0.2995 -0.3189  0.702
C 1.3868 1.1881 0.2808  -0.451
C 0.1004 0.4187 0.1383  -0.411
C -0.0100 -0.9043 -0.0133  -0.087
C -1.2788 -1.5284 -0.3518  -0.165
C -2.4440 -0.8967 -0.2233  -0.405
S -2.5077 0.6916 0.5230  0.977
O -0.9845 1.2724 0.1058  -0.422
H 3.7537 1.2369 0.1022  -0.156
H 1.2999 2.1085 -0.2997  0.081
H 1.5468 1.4464 1.3293  0.084
H 0.8731 -1.5175 0.0198  0.085
H -1.2410 -2.5199 -0.7790  0.105
H -3.3986 -1.2954 -0.5130  0.062

The calculation puts the LUMO energy at 0.01164 hartree. The energy relative to the best compared isomer or geometry (same formula, charge and spin) comes out at 38.50 kcal/mol. The calculation puts the HOMO-LUMO gap at 8.11 eV. The value obtained for the HOMO energy is -7.8 eV. As for the multiplicity: 1. The calculation puts the calculated total energy at -1065.66738 hartree. As for the SMILES: SCC1=CC=CSO1.